54
Properties=species:S:1:pos:R:3:forces:R:3 method="wB97M-V/def2-TZVPD" total_energy_ev=-158297.528 homo_lumo_gap_ha=0.26438 total_charge=+1
N 5.6721 -2.2683 2.0207 -1.1 -0.4 0.0
C 4.5285 -2.8428 1.3248 2.4 -0.1 0.2
O 3.7187 -1.7646 0.7544 -1.4 0.0 0.4
C 2.4077 -2.0163 0.7257 -0.4 -0.7 -0.3
O 1.8894 -3.1120 0.7585 0.5 0.9 0.2
C 1.4852 -0.8057 0.5592 0.5 0.5 0.1
C 0.7748 -0.7474 -0.6387 0.4 -0.2 0.1
C -0.0564 0.3075 -0.9189 -0.1 -0.9 -0.6
C -0.7606 0.3074 -2.2793 0.2 1.1 0.1
O -2.1450 -0.0504 -2.2531 0.9 -0.5 0.7
C -2.5130 -0.7039 -1.0629 -0.7 -0.5 0.6
C -2.1605 -2.0267 -0.7163 0.1 1.0 -0.7
C -2.6169 -2.5573 0.4860 0.4 -0.1 -0.6
C -3.4315 -1.8059 1.3176 -0.3 -0.4 1.0
C -3.7778 -0.5038 1.0070 0.2 -0.1 -0.6
C -3.3118 0.0269 -0.1950 -0.3 0.6 0.2
N -0.2098 1.2929 -0.0101 -0.4 0.5 0.0
C -1.1161 2.4198 -0.2978 -0.6 1.6 0.1
C -0.3960 3.7751 -0.6389 0.0 -0.6 -0.6
C 1.0690 3.6423 -1.1814 -0.9 1.6 0.2
S 2.2699 4.4189 -0.0237 0.6 -0.5 0.0
C 0.4508 1.2761 1.1643 0.5 -0.1 1.2
Br 0.2295 2.6961 2.4097 -0.3 -0.6 -0.8
C 1.3143 0.2182 1.5122 0.5 -0.3 -0.7
P 2.1414 0.2192 3.1691 -0.8 0.5 2.7
O 3.0687 1.5449 3.2059 0.1 -1.7 -1.0
O 3.1671 -1.0068 3.3608 -0.1 0.4 -1.3
S 0.8853 0.1660 4.6214 -0.1 0.0 -0.6
H 5.8945 -1.3488 1.6594 0.2 -0.1 0.1
H 5.4374 -2.2181 3.0044 0.3 0.5 -0.1
H 4.9470 -3.4385 0.5024 -0.8 0.1 0.0
H 3.9925 -3.4574 2.0543 -0.3 0.1 -0.6
H 0.9029 -1.5285 -1.3880 -0.1 0.2 0.3
H -0.7052 1.3409 -2.6656 0.0 -0.4 -0.1
H -0.1587 -0.3209 -2.9520 -0.4 0.0 0.2
H -1.5303 -2.5991 -1.3989 -0.2 0.0 0.2
H -2.3035 -3.5734 0.7268 -0.3 0.3 0.1
H -3.8016 -2.2565 2.2410 0.1 0.1 -0.3
H -4.4164 0.1079 1.6430 0.2 -0.3 -0.1
H -3.6014 1.0538 -0.4310 0.1 -0.4 -0.2
H -1.8290 2.2127 -1.0990 0.5 -0.6 0.2
H -1.7275 2.5867 0.6004 0.2 -0.3 -0.3
H -0.4824 4.4453 0.2231 0.3 -0.3 -0.2
H -0.9828 4.2588 -1.4362 0.0 -0.3 0.3
H 1.1255 4.2439 -2.0991 0.0 -0.4 0.2
H 1.3582 2.6204 -1.4529 0.2 0.2 0.4
H 1.5100 5.3433 0.6113 -0.1 -0.4 -0.5
H 3.7764 1.4039 2.5486 0.2 0.6 0.2
H 2.6732 -1.8354 3.4698 0.0 0.1 0.3
C -4.4987 -1.3109 -4.4270 0.1 0.2 0.0
Cl -4.9687 -2.8667 -3.7594 -0.1 -0.2 0.2
Cl -4.4743 -1.3348 -6.1939 0.0 0.1 0.0
H -5.2082 -0.5593 -4.0972 -0.1 -0.1 -0.1
H -3.5059 -1.0683 -4.0654 0.0 0.0 -0.1